{
  "formula": "C12H19OP",
  "method": "ωB97M-V/def2-TZVPD",
  "max_force_ha_per_bohr": 0.0670,
  "total_charge": 0,
  "total_energy_ha": -885.0829,
  "homo_lumo_gap_ha": [0.3070, 0.2754],
  "homo_ev": [-8.43, -7.37],
  "species": ["C", "C", "C", "C", "C", "C", "C", "C", "C", "C", "C", "C", "O", "P", "H", "H", "H", "H", "H", "H", "H", "H", "H", "H", "H", "H", "H", "H", "H", "H", "H", "H", "H"],
  "xyz": [[0.8098, -2.7227, -1.8416], [-1.3267, -1.6786, -2.0516], [-0.5085, -2.7756, -2.2546], [1.3135, -1.6190, -1.1593], [-0.8412, -0.5623, -1.3762], [0.4857, -0.6081, -0.9790], [-0.9863, -3.9904, -2.9629], [2.7340, -1.6514, -0.8159], [-1.5452, 0.6952, -1.1986], [0.2221, 3.5275, 3.6365], [-1.1537, 1.3924, 2.9877], [-0.2563, 2.5951, 2.4891], [1.4411, 3.5513, 0.5569], [1.2031, 2.1688, 1.3932], [1.3379, -3.6814, -1.9174], [-2.3920, -1.5024, -2.4320], [-1.4461, -4.7587, -2.1687], [-1.8494, -3.7468, -3.6751], [-0.1089, -4.4255, -3.5633], [2.9880, -0.8380, -0.0429], [3.1597, -2.6498, -0.4548], [3.2670, -1.2809, -1.7794], [-1.6632, 0.8195, -0.1523], [-0.9860, 1.5497, -1.6045], [-2.4492, 0.7157, -1.7211], [0.4640, 2.8941, 4.5563], [1.0694, 3.9721, 3.2357], [-0.4970, 4.3194, 3.8668], [-1.6706, 1.0254, 2.1204], [-1.9079, 1.7193, 3.6790], [-0.4254, 0.7264, 3.4402], [-0.8766, 3.1587, 1.7592], [2.3948, 3.6613, 0.4301]],
  "atomic_forces_ev_per_a": [[-1.04, -1.16, 0.25], [-1.76, 1.70, -0.02], [-0.01, 0.06, -0.41], [1.11, -2.19, -0.33], [1.78, -0.66, -0.59], [-1.67, 1.31, 0.40], [-1.26, -1.82, -0.27], [3.01, 1.63, 0.41], [0.56, 1.10, -0.32], [-1.36, -1.92, 0.65], [1.96, 1.44, -0.99], [-1.27, 0.52, -0.45], [-0.04, 0.70, 0.14], [-0.11, -1.74, 0.73], [0.39, 0.64, -0.09], [1.53, -1.03, 0.34], [1.22, 1.36, -1.86], [1.27, -0.37, 0.90], [-1.55, 0.21, 0.96], [-0.35, -1.31, -0.96], [-0.75, 1.38, -0.72], [-0.37, -0.94, 1.60], [-0.49, 0.61, 1.00], [0.15, -0.26, 0.32], [-1.79, -0.10, -0.49], [-0.21, 1.04, -1.16], [1.89, 1.21, -0.02], [-0.03, -0.31, 0.16], [-0.03, -0.85, -0.22], [-0.09, 0.28, 0.55], [-0.56, -0.73, 0.14], [0.15, 0.15, 0.51], [-0.28, 0.03, -0.15]],
  "lowdin_charge": [-0.03, -0.01, -0.33, -0.36, -0.30, 0.10, -0.08, -0.08, -0.06, -0.14, -0.11, -0.64, -0.40, 0.89, 0.13, 0.14, 0.12, 0.09, 0.09, 0.09, 0.10, 0.11, 0.05, 0.10, 0.06, 0.10, 0.00, 0.07, 0.04, 0.06, 0.07, 0.09, 0.03]
}